# 1
{"formula": "C2H14O4S2", "method": "ωB97M-V/def2-TZVPD", "species": ["C", "C", "S", "S", "H", "H", "H", "H", "H", "H", "O", "H", "H", "O", "H", "H", "O", "H", "H", "O", "H", "H"], "coordinates": [[1.21075, 1.35228, 1.99696], [-0.08351, 0.64864, 2.24708], [-0.04563, -0.95960, 3.07015], [1.00323, -2.28678, 1.96101], [1.89311, 0.67372, 1.47153], [1.76985, 1.84223, 2.78966], [1.07450, 2.12590, 1.23227], [-0.65671, 0.53846, 1.32962], [-0.77249, 1.17870, 2.91620], [2.31676, -2.05861, 2.18175], [1.48948, -1.84895, -2.73294], [0.66931, -1.47603, -3.05812], [1.32507, -2.04868, -1.81874], [-0.09299, 0.84712, -2.77488], [-0.54552, 0.60409, -3.59279], [0.78113, 1.08821, -3.09926], [-0.83870, -2.29317, -0.97054], [-1.01885, -2.76826, -0.15692], [-0.90473, -1.35067, -0.79834], [-2.95898, 2.46495, -0.63792], [-2.82619, 1.69200, -0.06750], [-2.78888, 2.03445, -1.48828]], "e_lumo_ha": 0.006, "largest_force_ev_per_a": 1.77, "homo_energy_ev": -9.266, "e_tot_ha": -1181.90840, "e_above_lowest_kj_mol": 67.2}

# 2
{"formula": "C47H47NP2Re", "method": "ωB97M-V/def2-TZVPD", "species": ["Re", "C", "C", "C", "C", "C", "C", "C", "C", "C", "H", "H", "H", "H", "H", "H", "H", "H", "H", "H", "H", "H", "H", "H", "H", "P", "P", "C", "C", "C", "C", "C", "C", "C", "C", "C", "C", "C", "C", "C", "C", "C", "C", "C", "C", "C", "C", "C", "C", "C", "C", "C", "C", "H", "H", "H", "H", "H", "H", "H", "H", "H", "H", "H", "H", "H", "H", "H", "H", "H", "H", "H", "H", "H", "H", "C", "C", "C", "C", "C", "C", "N", "C", "C", "C", "C", "C", "C", "H", "H", "H", "H", "H", "H", "H", "H", "H", "H"], "coordinates": [[0.24980, 0.21348, 0.10077], [-2.36903, 0.09792, 2.64008], [-2.69831, -0.35089, 1.45396], [-3.33592, 0.48592, 0.40729], [-2.64514, 1.81794, 0.06200], [-1.13898, 1.92475, 0.24662], [-0.50927, 2.16887, 1.55299], [-1.36922, 2.50537, 2.74511], [-2.41612, 1.47015, 3.17969], [2.15564, -0.23505, 0.33040], [-1.90180, -0.64531, 3.27606], [-2.76432, -1.42706, 1.29632], [-4.31451, 0.75821, 0.80605], [-3.48433, -0.09237, -0.55548], [-2.83632, 2.05000, -1.05886], [-3.17172, 2.65553, 0.59713], [-0.74755, 2.65836, -0.49209], [0.38176, 2.80287, 1.46401], [-1.87810, 3.41711, 2.60143], [-0.69609, 2.70767, 3.56833], [-2.31951, 1.30743, 4.28913], [-3.45062, 1.83175, 2.98614], [2.60784, 0.60035, 0.84734], [2.46529, -0.45031, -0.69052], [2.05233, -1.15316, 0.98400], [-0.52363, -1.07834, -1.27740], [0.95227, 1.01215, -2.15749], [-1.49178, 0.20447, -2.16527], [-0.72664, 1.26164, -2.61319], [-0.41322, -2.03278, -3.20349], [-1.19840, -1.65050, -4.29762], [-1.27321, -2.41958, -5.45985], [-0.56460, -3.61747, -5.57962], [0.24171, -3.99645, -4.48775], [0.32847, -3.20330, -3.30761], [-1.33598, -2.59286, -0.73730], [-0.65772, -3.53182, 0.07220], [-1.43512, -4.37275, 0.89238], [-2.79868, -4.54499, 0.60193], [-3.37617, -3.81839, -0.43598], [-2.68023, -2.79205, -1.04319], [1.74969, 1.08273, -3.94261], [1.73207, -0.03906, -4.79763], [2.13388, 0.05631, -6.13896], [2.64063, 1.25913, -6.66149], [2.69013, 2.35210, -5.79727], [2.26177, 2.26866, -4.48063], [1.66725, 2.64323, -1.57310], [2.95366, 2.63766, -0.99548], [3.46509, 3.83678, -0.48589], [2.70809, 5.00729, -0.51969], [1.46721, 4.99699, -1.16852], [0.94743, 3.83178, -1.72379], [-2.49258, -0.07392, -2.47224], [-1.04909, 2.03818, -3.29818], [-1.75733, -0.71929, -4.30085], [-1.88644, -2.10881, -6.27986], [-0.63717, -4.24207, -6.46666], [0.79064, -4.95146, -4.54391], [0.97938, -3.54346, -2.48026], [0.45702, -3.59447, 0.06073], [-0.95101, -4.89305, 1.74876], [-3.34375, -5.27434, 1.17492], [-4.36897, -4.04459, -0.74194], [-3.11209, -2.17072, -1.79746], [1.39303, -1.00165, -4.41759], [2.07198, -0.80938, -6.79604], [2.95983, 1.33884, -7.71116], [3.09496, 3.29588, -6.17895], [2.35596, 3.14966, -3.84082], [3.52601, 1.68941, -0.94414], [4.46810, 3.82170, -0.06635], [3.09989, 5.91176, -0.06015], [0.88863, 5.91702, -1.22796], [-0.00430, 3.84022, -2.26618], [1.73569, 2.40714, 5.82137], [1.73058, 2.84665, 4.50068], [1.60000, 1.96130, 3.44753], [1.19212, 0.63431, 3.71974], [1.51006, 0.14065, 5.02991], [1.73680, 1.02390, 6.06352], [0.51285, -0.17491, 2.83278], [0.17464, -1.40718, 3.43610], [0.84636, -2.57620, 3.05599], [0.54070, -3.80097, 3.62873], [-0.31785, -3.87887, 4.71928], [-0.91030, -2.73049, 5.21622], [-0.61187, -1.48002, 4.65531], [1.82991, 3.10082, 6.66952], [1.87170, 3.89844, 4.29713], [1.76771, 2.25520, 2.40443], [1.49019, -0.93501, 5.26307], [1.91148, 0.57419, 7.04982], [1.58134, -2.46760, 2.25459], [1.03858, -4.69619, 3.26161], [-0.52568, -4.84201, 5.19493], [-1.52854, -2.75267, 6.12976], [-0.98889, -0.55605, 5.10077]], "e_lumo_ha": [-0.252, -0.262], "s2": 3.853, "largest_force_ev_per_a": 9.93, "total_charge": 2, "spin_multiplicity": 4, "homo_energy_ev": [-13.149, -13.483], "e_tot_ha": -2633.96693, "e_above_lowest_kj_mol": 517.2}

# 3
{"formula": "C43H31NO5P2Pd", "method": "ωB97M-V/def2-TZVPD", "species": ["Pd", "O", "C", "C", "C", "C", "C", "C", "P", "C", "C", "C", "C", "C", "C", "C", "C", "C", "C", "C", "C", "C", "C", "C", "C", "C", "C", "P", "C", "C", "C", "C", "C", "C", "C", "C", "C", "C", "C", "C", "H", "H", "H", "H", "H", "H", "H", "H", "H", "H", "H", "H", "H", "H", "H", "H", "H", "H", "H", "H", "H", "H", "H", "H", "H", "H", "H", "H", "O", "C", "O", "C", "C", "C", "N", "C", "C", "C", "O", "O", "H", "H", "H"], "coordinates": [[0.38896, 0.22459, 0.69123], [0.07358, -3.26586, -2.04703], [-0.84212, -3.38218, -3.04920], [-0.59551, -4.22706, -4.13442], [-1.52268, -4.36751, -5.15254], [-2.71992, -3.66195, -5.11687], [-2.93153, -2.76986, -4.07919], [-1.99758, -2.58364, -3.06200], [-2.19050, -1.20650, -1.87799], [-1.84392, 0.29333, -2.84847], [-2.12270, 0.49688, -4.19549], [-1.73327, 1.67428, -4.82032], [-1.05684, 2.64888, -4.09709], [-0.76740, 2.44639, -2.75560], [-1.15477, 1.27203, -2.12467], [-3.88847, -1.12556, -1.31093], [-4.12715, -1.82105, -0.12168], [-5.30534, -1.61097, 0.57831], [-6.25350, -0.72619, 0.07723], [-6.02636, -0.04368, -1.11079], [-4.83184, -0.22349, -1.79278], [0.30096, -4.30363, -1.14279], [-0.00901, -5.61937, -1.46477], [0.27184, -6.64261, -0.56897], [0.86554, -6.34811, 0.64278], [1.12838, -5.02295, 0.96014], [0.84181, -3.96290, 0.10078], [0.95165, -2.24105, 0.79351], [2.43359, -1.69892, -0.51599], [2.59629, -0.30700, -0.58949], [3.45433, 0.28451, -1.51009], [4.13373, -0.49634, -2.44103], [3.95730, -1.86996, -2.41922], [3.13086, -2.45012, -1.45990], [2.05969, -2.37663, 2.23293], [1.62809, -1.94576, 3.49524], [2.48886, -1.92270, 4.57531], [3.80868, -2.35568, 4.43870], [4.24688, -2.79638, 3.20305], [3.38168, -2.80437, 2.11083], [0.34443, -4.76174, -4.15852], [-1.30911, -5.04049, -5.97472], [-3.46410, -3.78621, -5.89274], [-3.85044, -2.19197, -4.05810], [-2.62152, -0.26977, -4.77499], [-1.94128, 1.81941, -5.87359], [-0.74238, 3.56417, -4.58564], [-0.22106, 3.18973, -2.18817], [-0.88165, 1.10612, -1.07194], [-3.35171, -2.44492, 0.31750], [-5.45624, -2.05927, 1.55452], [-7.15256, -0.53850, 0.65146], [-6.75711, 0.66576, -1.48094], [-4.62276, 0.35938, -2.68290], [-0.50322, -5.85977, -2.39293], [0.01203, -7.66204, -0.83096], [1.08833, -7.13032, 1.35867], [1.52759, -4.79146, 1.93913], [2.14873, 0.42743, 0.13851], [3.57402, 1.36300, -1.51235], [4.78570, -0.03370, -3.17451], [4.47013, -2.49659, -3.14358], [3.02287, -3.53343, -1.45699], [0.60775, -1.61108, 3.62058], [2.12753, -1.56306, 5.53204], [4.47927, -2.34687, 5.29088], [5.26798, -3.13933, 3.07352], [3.74291, -3.15022, 1.15118], [-5.16047, -0.18693, 5.25256], [-4.83058, -0.99207, 4.35638], [-5.45065, -1.99542, 3.93355], [-3.49269, -0.69555, 3.64521], [-3.00308, 0.60527, 3.56645], [-1.87858, 0.85886, 2.80578], [-1.19274, -0.08460, 2.14386], [-1.59666, -1.36545, 2.29007], [-2.74730, -1.68039, 3.01693], [-0.83162, -2.56733, 1.68410], [-1.56639, -3.47585, 1.29048], [-1.22771, -1.33479, -0.77943], [-3.52344, 1.40368, 4.07918], [-1.50680, 1.86684, 2.66678], [-3.07256, -2.71125, 3.04653]], "e_lumo_ha": 0.147, "largest_force_ev_per_a": 0.69, "total_charge": -2, "homo_energy_ev": 0.383, "e_tot_ha": -2898.73292}

# 4
{"formula": "C4H14N2O2Si", "method": "ωB97M-V/def2-TZVPD", "species": ["C", "C", "C", "C", "N", "N", "O", "O", "Si", "H", "H", "H", "H", "H", "H", "H", "H", "H", "H", "H", "H", "H", "H"], "coordinates": [[1.43989, 0.31826, 0.05751], [0.49302, 1.23375, 0.81535], [0.99337, -1.07397, 0.42997], [-0.97410, 1.15498, 0.36149], [1.63002, -1.98782, -0.56845], [-1.07288, 1.90896, -0.88037], [-1.77171, -1.12373, -1.09830], [-2.23639, -1.08162, 1.61796], [-1.35430, -0.69187, 0.35954], [1.29919, 0.39781, -1.05765], [2.45561, 0.71066, 0.14950], [0.61710, 0.92663, 1.85304], [0.86423, 2.22473, 0.77046], [1.32520, -1.42772, 1.44419], [-1.70232, 1.64733, 1.18205], [2.64154, -2.30622, -0.25070], [1.82115, -1.46734, -1.47489], [1.15325, -2.79247, -0.95910], [-1.93829, 2.21400, -1.33019], [-0.83943, 1.28308, -1.75578], [-0.42811, 2.76407, -0.91270], [-2.26904, -1.99264, -1.26946], [-2.14699, -0.83886, 2.51653]], "e_lumo_ha": -0.251, "largest_force_ev_per_a": 4.81, "total_charge": 2, "homo_energy_ev": -17.411, "e_tot_ha": -709.72554, "e_above_lowest_kj_mol": 34.1}

# 5
{"formula": "CH3ClS2", "method": "ωB97M-V/def2-TZVPD", "species": ["S", "C", "S", "Cl", "H", "H", "H"], "coordinates": [[0.01854, -1.73056, -0.23053], [0.11936, 0.00160, -0.56421], [0.91662, 0.89676, 0.86564], [-1.58845, 0.57978, -0.65273], [0.07417, -1.66376, 1.15206], [0.51162, 0.15589, -1.76249], [-0.05187, 1.76028, 1.19227]], "e_lumo_ha": 0.019, "largest_force_ev_per_a": 3.88, "homo_energy_ev": -9.481, "e_tot_ha": -1296.42142, "e_above_lowest_kj_mol": 124.8}

Q: Number 4 is which compound?
A: C4H14N2O2Si